{
  "formula": "C16H16N2O4S",
  "method": "ωB97M-V with the def2-TZVPD basis set",
  "species": ["O", "C", "N", "C", "C", "C", "C", "S", "O", "O", "N", "C", "C", "C", "C", "C", "O", "C", "C", "C", "C", "C", "C", "H", "H", "H", "H", "H", "H", "H", "H", "H", "H", "H", "H", "H", "H", "H", "H"],
  "xyz": [[2.177, -6.469, -0.231], [1.851, -5.325, -0.026], [2.350, -4.543, 1.015], [1.806, -3.274, 1.016], [1.951, -2.164, 1.807], [1.190, -1.022, 1.473], [0.332, -0.972, 0.405], [-0.651, 0.487, 0.043], [-0.372, 0.850, -1.320], [-1.990, 0.193, 0.447], [0.043, 1.609, 1.092], [-0.864, 2.474, 1.807], [-1.412, 3.617, 0.936], [-0.322, 4.559, 0.381], [-0.244, 4.187, -1.101], [-1.658, 3.673, -1.367], [-2.064, 3.032, -0.176], [0.153, -2.104, -0.425], [-0.688, -2.270, -1.546], [-0.712, -3.475, -2.215], [0.070, -4.584, -1.840], [0.895, -4.448, -0.750], [0.914, -3.219, -0.075], [3.023, -4.890, 1.678], [2.611, -2.140, 2.660], [1.284, -0.140, 2.088], [0.752, 2.120, 0.586], [-0.360, 2.876, 2.692], [-1.699, 1.841, 2.111], [-2.146, 4.178, 1.535], [-0.636, 5.596, 0.495], [0.626, 4.431, 0.903], [0.466, 3.378, -1.275], [0.016, 5.031, -1.736], [-2.342, 4.506, -1.592], [-1.702, 2.932, -2.165], [-1.301, -1.443, -1.866], [-1.364, -3.581, -3.070], [0.015, -5.507, -2.396]],
  "forces_ev_per_a": [[-0.07, 0.00, -0.08], [0.18, -0.57, -0.09], [0.37, 0.00, 0.46], [-0.23, 0.62, 0.05], [0.13, -0.59, -0.15], [-0.18, 0.26, -0.10], [-0.17, 0.82, 0.18], [0.96, -0.37, 0.46], [0.11, 0.02, 0.05], [-0.10, 0.11, 0.21], [-0.23, -0.65, -0.75], [-0.73, 0.36, 0.00], [0.09, 0.01, 0.54], [-0.20, -0.07, -0.08], [-0.20, -0.11, 0.00], [0.05, 0.23, -0.34], [0.00, 0.01, 0.18], [0.26, -0.61, -0.05], [0.03, -0.12, -0.03], [-0.13, 0.14, -0.08], [0.33, -0.18, 0.31], [-0.38, 0.62, -0.14], [-0.22, 0.05, -0.24], [-0.08, -0.06, -0.13], [0.07, 0.00, 0.08], [0.03, 0.03, 0.04], [0.19, -0.02, -0.15], [-0.08, -0.06, -0.05], [0.00, 0.17, 0.22], [0.13, -0.07, -0.06], [0.07, -0.01, 0.04], [0.06, 0.07, 0.05], [0.03, 0.03, -0.05], [0.05, 0.00, -0.03], [0.07, -0.09, -0.03], [-0.02, 0.10, 0.00], [-0.11, -0.01, -0.15], [-0.06, 0.03, -0.06], [0.00, -0.09, -0.05]],
  "homo_lumo_gap_ha": 0.292,
  "de_lowest_ev": 0.988,
  "fmax_ev_per_a": 1.12,
  "charge": 0
}


{
  "formula": "C30H33ClNO8PdS4",
  "method": "ωB97M-V with the def2-TZVPD basis set",
  "species": ["Pd", "O", "S", "C", "C", "C", "C", "S", "O", "C", "C", "C", "C", "C", "C", "C", "C", "C", "C", "C", "C", "H", "H", "H", "H", "H", "H", "H", "H", "H", "H", "H", "H", "H", "H", "H", "H", "H", "H", "Cl", "C", "C", "C", "C", "C", "C", "C", "H", "H", "H", "H", "H", "H", "N", "C", "C", "C", "C", "C", "C", "S", "O", "O", "O", "H", "H", "H", "H", "H", "H", "C", "S", "O", "O", "O", "H", "H", "H"],
  "xyz": [[0.382, 1.385, -0.544], [2.813, 1.380, -0.141], [4.000, 0.499, 0.129], [3.890, -1.047, -0.817], [3.628, -0.845, -2.306], [2.146, -0.809, -2.680], [1.422, -2.142, -2.459], [0.430, -2.169, -0.892], [1.004, -1.118, 0.029], [1.043, -3.716, -0.235], [1.781, -3.701, 0.936], [2.231, -4.905, 1.466], [1.932, -6.102, 0.833], [1.171, -6.105, -0.333], [0.716, -4.911, -0.867], [3.733, -0.270, 1.722], [4.730, -1.059, 2.281], [4.483, -1.705, 3.483], [3.256, -1.547, 4.118], [2.280, -0.734, 3.559], [2.515, -0.088, 2.353], [3.110, -1.642, -0.350], [4.864, -1.509, -0.637], [4.104, -1.674, -2.838], [4.111, 0.071, -2.659], [2.045, -0.534, -3.729], [1.656, -0.016, -2.123], [2.120, -2.978, -2.427], [0.671, -2.309, -3.231], [1.985, -2.755, 1.424], [2.809, -4.903, 2.382], [2.279, -7.038, 1.252], [0.922, -7.041, -0.817], [0.106, -4.905, -1.764], [5.688, -1.166, 1.786], [5.250, -2.326, 3.929], [3.064, -2.056, 5.054], [1.327, -0.612, 4.060], [1.769, 0.539, 1.879], [0.302, 4.799, 1.996], [-0.761, 4.886, 0.601], [-1.946, 5.588, 0.747], [-2.826, 5.675, -0.319], [-2.497, 5.057, -1.522], [-1.306, 4.367, -1.652], [-0.391, 4.251, -0.591], [0.848, 3.498, -0.747], [-2.177, 6.050, 1.698], [-3.763, 6.203, -0.207], [-3.181, 5.109, -2.360], [-1.059, 3.867, -2.581], [1.618, 3.690, -0.011], [1.220, 3.448, -1.767], [-0.846, 1.444, 1.533], [-2.210, 1.045, 1.348], [-3.126, 1.960, 0.859], [-4.428, 1.557, 0.588], [-4.817, 0.243, 0.802], [-3.889, -0.665, 1.305], [-2.592, -0.267, 1.579], [-6.502, -0.289, 0.484], [-7.121, 0.854, -0.173], [-7.031, -0.585, 1.808], [-6.348, -1.461, -0.367], [-0.367, 0.843, 2.190], [-0.766, 2.410, 1.830], [-2.810, 2.977, 0.659], [-5.162, 2.250, 0.194], [-4.198, -1.691, 1.460], [-1.856, -0.987, 1.926], [-3.002, 1.172, -2.936], [-1.428, 0.451, -2.650], [-0.402, 1.461, -2.957], [-1.327, -0.748, -3.456], [-1.392, 0.183, -1.185], [-3.053, 1.476, -3.980], [-3.112, 2.023, -2.266], [-3.758, 0.422, -2.707]],
  "forces_ev_per_a": [[-0.19, -0.04, 0.74], [0.20, -0.21, -0.04], [-0.15, 0.31, -0.07], [-0.10, -0.07, -0.01], [-0.01, 0.02, 0.01], [0.04, -0.10, 0.00], [0.01, 0.05, 0.12], [-0.14, 0.28, 0.11], [-0.12, -0.20, -0.16], [0.06, -0.02, -0.01], [0.05, -0.06, 0.04], [-0.02, 0.00, 0.01], [-0.02, 0.01, -0.04], [0.02, 0.00, 0.05], [0.03, 0.04, 0.00], [-0.03, -0.04, 0.00], [-0.03, 0.02, 0.03], [-0.01, 0.01, 0.01], [0.02, -0.01, -0.02], [0.01, 0.00, -0.02], [0.01, 0.03, 0.05], [0.05, -0.07, -0.02], [-0.01, -0.01, 0.01], [0.04, 0.02, -0.04], [0.00, 0.00, 0.01], [-0.02, -0.01, -0.02], [-0.07, 0.09, 0.00], [-0.01, -0.02, -0.03], [0.02, 0.05, 0.02], [0.00, -0.02, -0.02], [0.00, 0.00, -0.01], [0.00, 0.00, 0.00], [0.00, 0.00, 0.00], [0.01, -0.01, 0.02], [-0.01, -0.01, 0.00], [0.00, -0.01, -0.01], [0.01, 0.01, 0.00], [0.00, 0.01, 0.00], [0.06, -0.04, 0.01], [-0.03, -0.01, 0.00], [-0.05, 0.05, 0.07], [0.02, -0.02, 0.02], [-0.01, -0.03, -0.01], [0.05, -0.03, 0.00], [-0.11, 0.00, -0.07], [0.29, 0.01, 0.02], [-0.44, -0.07, -0.10], [0.00, 0.00, 0.00], [0.01, 0.01, 0.00], [0.01, -0.01, 0.01], [0.00, 0.00, 0.00], [0.04, -0.04, 0.01], [-0.02, 0.05, -0.03], [0.34, -0.02, -0.29], [0.02, 0.06, 0.06], [-0.03, 0.05, -0.05], [0.00, -0.08, 0.00], [0.14, 0.02, 0.13], [-0.09, 0.07, -0.07], [0.00, -0.11, -0.01], [-0.02, 0.01, -0.07], [0.00, 0.02, 0.01], [0.00, 0.00, 0.01], [0.03, -0.02, 0.00], [-0.09, 0.02, 0.06], [0.02, -0.04, 0.07], [-0.03, 0.04, 0.00], [0.02, 0.02, 0.01], [0.01, 0.00, 0.02], [-0.01, 0.00, 0.01], [-0.16, 0.03, 0.00], [0.28, -0.08, -0.07], [-0.03, 0.03, -0.20], [-0.01, -0.06, 0.04], [0.20, 0.15, -0.30], [-0.03, -0.01, 0.01], [0.01, -0.01, -0.03], [-0.01, 0.04, -0.01]],
  "homo_lumo_gap_ha": [0.236, 0.244],
  "multiplicity": 3,
  "s2": 2.02,
  "fmax_ev_per_a": 0.76,
  "charge": -1
}


{
  "formula": "C5H9N",
  "method": "ωB97M-V with the def2-TZVPD basis set",
  "species": ["C", "C", "C", "C", "C", "N", "H", "H", "H", "H", "H", "H", "H", "H", "H"],
  "xyz": [[1.548, 0.229, -1.601], [0.252, -0.153, -0.893], [-0.037, 0.753, 0.311], [-1.366, 0.444, 0.959], [-1.446, -0.407, 1.946], [-1.486, -1.273, 2.822], [2.405, 0.150, -0.921], [1.739, -0.418, -2.463], [1.502, 1.264, -1.960], [0.304, -1.196, -0.551], [-0.589, -0.106, -1.597], [0.765, 0.634, 1.051], [-0.019, 1.802, -0.004], [-2.299, 0.800, 0.530], [-1.525, -2.162, 2.321]],
  "forces_ev_per_a": [[0.05, 0.03, -0.03], [-0.03, -0.02, -0.02], [0.09, 0.09, -0.02], [-0.03, -0.06, 0.13], [-0.07, -0.29, -0.10], [0.03, 0.42, -0.48], [-0.12, 0.01, -0.11], [-0.01, 0.09, 0.12], [0.02, -0.15, 0.04], [-0.02, 0.18, -0.03], [0.11, 0.03, 0.10], [-0.12, 0.04, -0.13], [0.02, -0.11, 0.02], [0.15, 0.08, 0.07], [-0.05, -0.34, 0.43]],
  "homo_lumo_gap_ha": 0.362,
  "de_lowest_ev": 1.287,
  "fmax_ev_per_a": 0.64,
  "charge": 0
}


{
  "formula": "C23H14BrCl4N2O2Pd",
  "method": "ωB97M-V with the def2-TZVPD basis set",
  "species": ["Pd", "Br", "C", "C", "C", "C", "O", "C", "C", "N", "C", "C", "C", "C", "C", "C", "C", "C", "N", "C", "C", "H", "H", "H", "H", "H", "H", "H", "H", "H", "H", "Cl", "C", "C", "C", "Cl", "C", "O", "C", "Cl", "C", "H", "H", "Cl", "C", "H", "H"],
  "xyz": [[-0.322, 0.607, -0.185], [-5.485, -2.366, 3.771], [-3.882, -1.594, 3.244], [-3.381, -0.487, 3.958], [-2.196, 0.067, 3.589], [-1.434, -0.446, 2.467], [-0.332, 0.048, 2.174], [-2.007, -1.573, 1.724], [-1.350, -2.197, 0.573], [-0.477, -1.636, -0.173], [0.162, -2.429, -1.175], [0.352, -3.779, -1.054], [0.981, -4.519, -2.080], [1.441, -3.892, -3.199], [1.315, -2.487, -3.329], [1.816, -1.776, -4.446], [1.693, -0.420, -4.490], [1.067, 0.232, -3.405], [0.578, -0.393, -2.366], [0.688, -1.745, -2.312], [-3.189, -2.129, 2.148], [-3.946, -0.098, 4.794], [-1.774, 0.910, 4.119], [-1.674, -3.218, 0.369], [0.049, -4.297, -0.154], [1.103, -5.586, -1.959], [1.925, -4.453, -3.988], [2.297, -2.321, -5.249], [2.066, 0.159, -5.322], [0.970, 1.313, -3.408], [-3.606, -2.982, 1.627], [4.573, 5.312, 2.784], [3.189, 4.537, 2.157], [3.340, 3.291, 1.526], [2.241, 2.666, 1.019], [2.413, 1.145, 0.237], [0.907, 3.250, 1.116], [-0.122, 2.718, 0.670], [0.835, 4.541, 1.793], [-0.705, 5.255, 1.935], [1.945, 5.162, 2.291], [4.321, 2.845, 1.454], [1.872, 6.120, 2.785], [-3.015, 0.907, -0.573], [-1.756, 1.676, -1.540], [-1.728, 2.741, -1.355], [-1.756, 1.320, -2.560]],
  "forces_ev_per_a": [[-0.12, -0.48, -0.39], [-0.12, -0.06, 0.02], [0.14, 0.00, -0.11], [0.02, -0.01, -0.03], [-0.01, -0.06, -0.02], [-0.02, -0.01, -0.06], [0.01, 0.09, 0.03], [0.08, -0.09, -0.15], [-0.06, 0.25, 0.22], [0.06, -0.18, -0.17], [-0.05, 0.35, 0.15], [0.05, -0.13, -0.05], [-0.05, 0.08, 0.09], [0.00, 0.02, 0.00], [0.08, -0.07, -0.14], [-0.01, -0.01, 0.02], [-0.04, -0.02, 0.07], [0.00, 0.08, -0.08], [0.12, 0.13, 0.14], [-0.13, 0.04, 0.17], [-0.08, 0.06, 0.13], [0.01, 0.01, 0.01], [0.02, 0.00, -0.01], [0.00, -0.02, -0.05], [-0.01, 0.00, 0.00], [0.01, 0.00, 0.00], [0.00, 0.01, -0.01], [0.00, -0.01, 0.00], [0.00, 0.01, 0.00], [0.00, -0.01, 0.02], [-0.01, 0.00, 0.01], [0.01, -0.01, 0.00], [0.02, 0.03, 0.02], [-0.01, 0.06, 0.03], [-0.11, 0.01, 0.00], [0.19, 0.13, 0.06], [0.09, 0.01, 0.11], [0.24, -0.01, -0.16], [0.01, -0.02, 0.00], [-0.01, 0.01, 0.01], [0.01, -0.06, -0.02], [-0.01, -0.02, -0.02], [-0.02, 0.00, 0.00], [-0.23, 0.16, -0.15], [0.01, -0.32, 0.45], [-0.02, 0.02, -0.09], [-0.04, 0.02, -0.01]],
  "homo_lumo_gap_ha": [0.251, 0.220],
  "multiplicity": 5,
  "de_lowest_ev": 0.831,
  "s2": 6.09,
  "fmax_ev_per_a": 0.63,
  "charge": 1
}